The following is a quantum chemistry calculation of C49H47AsN5OPReS2Te as an isolated structure at a distorted geometry, from the Open Molecules 2025 dataset.

Values from the calculation:
Spin multiplicity: 4
⟨S²⟩: 3.78
ΔE to the lowest compared entry with this formula, charge and spin: 0.0 kJ/mol
Strongest force on any atom: 3.5 eV Å⁻¹
E_tot: -5963.6849 hartree
Net charge: +2
HOMO level (alpha / beta): -12.070 / -12.046 eV

Each line ends with the Mulliken spin population.
Geometry (Å):
Re1 12.440 12.918 18.972  1.924
N1 11.740 10.851 22.621  0.016
C1 12.185 11.493 23.806  -0.005
C2 11.741 11.093 25.083  0.003
C3 12.179 11.793 26.190  -0.002
C4 12.882 13.020 26.064  0.004
C5 13.225 13.455 24.804  0.001
C6 12.853 12.725 23.654  0.016
S1 13.361 13.402 22.146  0.017
N2 12.538 12.379 20.998  -0.024
C7 11.893 11.305 21.376  -0.001
C8 11.408 10.495 20.247  0.096
C9 10.709 9.302 20.335  -0.015
C10 10.322 8.645 19.119  0.064
C11 10.803 9.155 17.906  -0.033
C12 11.497 10.348 17.891  0.056
N3 11.714 11.069 19.049  0.067
H1 11.485 9.874 22.646  -0.001
H2 11.025 10.319 25.185  0.000
H3 12.031 11.293 27.142  0.000
H4 13.197 13.635 26.941  0.000
H5 13.850 14.367 24.682  -0.001
H6 10.452 8.940 21.322  0.000
H7 9.759 7.753 19.140  0.002
H8 10.765 8.617 16.955  -0.003
H9 11.936 10.766 17.034  0.023
Te1 11.609 15.177 19.770  0.622
C13 12.649 13.233 15.335  -0.032
C14 12.026 13.501 13.991  0.000
As1 12.623 12.336 12.426  0.001
C15 11.310 10.794 12.574  0.001
C16 11.232 10.073 13.768  -0.001
C17 10.566 8.844 13.812  0.000
C18 9.944 8.354 12.665  0.000
C19 10.126 9.009 11.441  0.000
C20 10.807 10.194 11.410  0.000
C21 11.625 13.215 10.958  0.000
C22 10.235 13.120 10.940  0.000
C23 9.515 13.509 9.833  0.000
C24 10.158 14.093 8.716  0.000
C25 11.556 14.156 8.698  0.000
C26 12.269 13.689 9.798  0.000
P1 11.916 14.079 16.893  0.034
C27 12.272 15.808 16.574  -0.021
C28 13.348 16.463 17.154  0.033
C29 13.789 17.704 16.623  0.002
C30 13.069 18.248 15.467  0.009
C31 12.029 17.530 14.856  0.002
C32 11.591 16.398 15.496  0.026
C33 10.066 13.916 16.734  -0.084
C34 9.428 12.811 16.152  0.008
C35 8.006 12.748 16.133  0.001
C36 7.217 13.653 16.863  0.010
C37 7.886 14.731 17.469  0.014
C38 9.280 14.881 17.336  0.048
H10 13.725 13.376 15.307  -0.003
H11 12.512 12.143 15.592  0.001
H12 12.314 14.492 13.652  0.000
H13 10.973 13.485 13.964  0.001
H14 11.694 10.483 14.663  0.000
H15 10.514 8.236 14.748  0.000
H16 9.326 7.460 12.738  0.000
H17 9.698 8.590 10.566  0.000
H18 10.889 10.722 10.461  0.000
H19 9.731 12.642 11.769  0.000
H20 8.456 13.435 9.916  0.000
H21 9.547 14.380 7.918  0.000
H22 12.125 14.610 7.895  0.000
H23 13.395 13.851 9.892  0.000
H24 13.794 16.117 18.097  -0.018
H25 14.599 18.294 17.061  0.000
H26 13.475 19.154 15.055  0.001
H27 11.488 17.838 13.937  0.000
H28 10.704 15.876 15.157  0.001
H29 9.965 12.020 15.618  0.001
H30 7.528 11.976 15.544  0.000
H31 6.108 13.561 16.860  0.001
H32 7.296 15.368 18.119  0.001
H33 9.777 15.749 17.843  0.014
C39 16.392 7.254 17.079  0.000
C40 17.013 8.598 16.809  0.002
C41 16.037 9.758 17.059  0.003
N4 15.869 10.031 18.486  0.004
C42 15.385 11.114 19.104  0.041
S2 14.636 12.498 18.251  0.068
N5 15.513 11.172 20.454  0.006
C43 15.613 10.144 21.489  0.000
O1 14.843 10.156 22.432  -0.001
C44 16.694 9.198 21.372  -0.001
C45 17.943 9.421 20.825  0.000
C46 18.928 8.416 20.876  0.000
C47 18.688 7.215 21.527  0.000
C48 17.496 7.028 22.165  0.000
C49 16.474 7.965 21.976  0.000
H34 17.143 6.487 16.934  0.000
H35 15.577 7.077 16.396  0.000
H36 16.003 7.241 18.082  0.000
H37 17.358 8.622 15.762  0.000
H38 17.912 8.705 17.396  0.000
H39 15.012 9.469 16.644  -0.001
H40 16.383 10.670 16.525  -0.002
H41 15.908 9.235 19.129  0.002
H42 14.973 11.938 20.860  0.004
H43 18.182 10.356 20.352  0.000
H44 19.905 8.576 20.384  0.000
H45 19.448 6.417 21.640  0.000
H46 17.279 6.060 22.644  0.000
H47 15.455 7.764 22.456  0.000